Entry 1:
128
Properties=species:S:1:pos:R:3:forces:R:3 method="wB97M-V/def2-TZVPD" energy_ha=-6959.0202 max_force_ev_per_a=18.0 gap_ha=0.303 total_charge=+1
Na 3.584 -0.615 -0.392 5.12 -6.49 -4.79
Na 2.112 -1.765 -1.993 7.33 -2.19 0.64
C -1.447 0.894 2.520 0.66 -1.40 1.04
C -0.534 -0.419 2.814 -0.69 3.05 3.92
C 0.626 -0.133 3.872 -1.85 0.30 -0.70
N 1.371 -1.305 4.444 -0.53 -0.86 1.78
C 0.337 -2.193 5.259 1.13 1.00 -0.84
C 1.056 -3.101 6.244 -0.99 -0.63 -0.58
C 1.887 -2.382 7.263 0.53 0.07 0.89
C 3.030 -1.698 6.525 -1.04 0.89 -1.75
C 2.388 -0.714 5.482 -0.68 -0.49 0.14
C 2.123 -2.114 3.381 -0.52 0.15 3.15
H -0.921 1.841 2.648 0.01 -0.30 0.29
H -2.336 0.939 3.149 0.04 -0.17 0.22
H -1.800 0.828 1.491 -0.03 -0.02 -0.05
H -0.007 -0.646 1.887 -2.43 0.55 4.12
H -1.282 -1.143 3.136 0.30 -0.53 -0.06
H 0.312 0.497 4.704 -0.07 -0.16 0.14
H 1.408 0.344 3.281 -2.10 0.55 1.70
H -0.355 -1.503 5.741 0.39 0.31 0.31
H -0.315 -2.674 4.530 0.51 -0.43 -0.13
H 0.262 -3.673 6.724 0.02 -0.14 0.13
H 1.666 -3.827 5.706 0.02 -0.09 -0.07
H 1.238 -1.737 7.855 0.13 0.57 -0.17
H 2.265 -3.079 8.012 0.14 -0.23 -0.16
H 3.742 -1.037 7.019 -0.19 -0.35 0.66
H 3.598 -2.476 6.015 0.23 0.06 -0.04
H 1.740 -0.035 6.036 0.20 0.10 0.17
H 3.127 -0.102 4.964 -0.12 -0.29 -0.26
H 2.854 -1.414 2.977 -0.98 -1.47 0.94
H 1.344 -2.506 2.728 0.48 -0.17 0.03
H 2.668 -2.861 3.959 -0.29 -0.41 -0.34
C -3.618 0.724 -1.587 0.62 -1.29 0.51
C -3.555 -0.811 -1.469 -0.78 0.73 0.98
C -2.266 -1.413 -0.891 -0.17 0.70 -0.66
N -1.586 -2.282 -1.938 1.74 1.16 0.30
C -2.432 -3.464 -2.334 0.31 -1.70 1.81
C -2.677 -4.345 -1.069 1.12 0.06 -0.34
C -1.299 -4.774 -0.414 -2.97 -0.65 -1.48
C -0.451 -3.661 -0.025 0.46 1.87 -1.24
C -0.235 -2.713 -1.298 -0.75 -2.00 1.95
C -1.184 -1.496 -3.239 -2.74 0.47 1.65
H -3.100 1.241 -0.780 -0.76 -0.90 0.73
H -4.640 1.102 -1.560 -0.08 -0.49 -0.41
H -3.054 1.216 -2.379 -0.40 -1.98 -0.41
H -3.938 -1.232 -2.398 0.40 -0.30 0.05
H -4.314 -1.047 -0.722 -0.30 -0.13 -0.11
H -2.396 -1.895 0.078 -0.43 -0.88 -0.64
H -1.550 -0.647 -0.593 -0.95 -0.68 -0.30
H -3.365 -3.298 -2.872 0.25 0.95 0.15
H -1.731 -4.019 -2.956 -1.81 0.33 0.33
H -3.333 -3.872 -0.338 -0.08 0.03 0.00
H -3.147 -5.267 -1.409 -0.22 0.10 0.00
H -1.567 -5.346 0.475 0.37 -0.59 -0.29
H -0.787 -5.305 -1.216 -0.05 -0.76 0.42
H -0.901 -3.161 0.832 0.61 0.09 0.04
H 0.496 -4.167 0.161 0.45 0.80 0.62
H 0.383 -1.853 -1.040 -1.82 -0.55 -0.17
H 0.401 -3.312 -1.950 -2.55 0.90 1.91
H -0.913 -0.460 -3.037 -0.02 -0.98 0.05
H -2.134 -1.387 -3.762 0.04 -0.42 -0.41
H -0.490 -2.040 -3.879 -2.95 0.40 2.42
C -0.020 2.134 0.182 -2.25 1.49 0.96
C -0.942 2.370 -1.022 -2.28 3.95 1.66
C -1.542 3.754 -0.609 -0.28 -0.48 -0.69
N -2.579 4.355 -1.570 -0.09 -0.10 -0.71
C -3.641 3.223 -1.983 -0.76 3.95 -1.33
C -4.804 3.909 -2.795 -0.08 -0.54 0.63
C -5.456 5.074 -2.027 0.28 0.82 -0.58
C -4.407 6.145 -1.731 1.50 0.64 0.47
C -3.232 5.562 -0.843 -1.49 -1.04 -1.42
C -1.805 4.901 -2.807 -0.46 -0.64 0.32
H 0.801 2.851 0.169 -0.12 -0.45 0.37
H 0.311 1.095 0.197 -1.90 2.96 0.45
H -0.506 2.242 1.151 -0.23 0.40 -0.81
H -1.741 1.632 -1.092 0.86 1.27 0.21
H -0.407 2.495 -1.963 -0.71 0.07 0.35
H -0.754 4.499 -0.500 0.00 0.07 -0.13
H -1.990 3.638 0.378 -0.46 0.16 -0.15
H -4.092 2.762 -1.105 0.83 0.67 0.02
H -3.158 2.542 -2.684 0.18 1.19 0.62
H -5.580 3.200 -3.082 0.01 -0.59 0.66
H -4.451 4.114 -3.805 0.28 0.97 0.15
H -5.996 4.838 -1.110 0.65 -0.84 0.44
H -6.325 5.492 -2.535 0.39 0.19 -0.81
H -4.806 7.080 -1.340 -0.31 -0.40 1.03
H -3.930 6.634 -2.581 -0.08 -0.75 -0.78
H -3.700 5.108 0.031 0.36 0.25 0.32
H -2.391 6.217 -0.616 -0.39 0.17 0.12
H -1.032 5.583 -2.452 -0.05 -0.20 0.12
H -2.411 5.430 -3.541 -0.43 -0.06 0.54
H -1.362 4.076 -3.366 0.13 -0.12 0.42
N 1.921 -0.638 -0.836 -13.18 4.34 7.41
S 0.969 0.554 -1.528 -0.96 3.28 -5.97
O 1.340 1.923 -1.462 -1.29 0.67 -0.81
O -0.477 0.277 -1.426 5.34 -1.48 -1.55
F 1.372 0.260 -3.071 1.95 5.93 15.15
S 1.379 -0.421 0.543 -2.27 -2.60 6.66
O 0.139 -1.200 0.796 3.59 0.08 -5.30
O 1.617 0.809 1.275 -4.52 -2.45 -6.95
F 2.436 -1.406 1.252 -1.18 -0.74 -3.60
N 5.268 1.573 -1.631 0.19 -1.69 -3.30
S 5.902 1.135 -3.146 6.16 0.81 -1.14
O 6.772 2.161 -3.737 -2.78 -1.38 1.44
O 5.177 0.260 -4.011 -1.41 0.39 0.69
F 7.038 0.120 -2.628 -0.79 0.32 0.70
S 3.777 1.748 -2.048 -0.89 8.45 -1.14
O 2.902 0.650 -1.617 9.87 3.79 -4.41
O 3.422 2.574 -3.242 0.89 -3.55 2.20
F 3.495 2.945 -0.952 0.14 -1.73 -0.30
N 4.403 0.278 0.754 6.83 1.18 7.48
S 3.913 0.743 2.101 -0.86 9.93 4.67
O 4.964 1.261 2.999 -2.27 -2.16 -1.00
O 2.633 0.264 2.613 10.04 -0.29 4.75
F 3.324 2.169 1.495 1.36 -0.54 0.86
S 5.310 -1.008 1.443 5.02 -2.11 -2.33
O 4.476 -2.069 1.951 1.43 0.97 0.24
O 6.657 -0.783 1.937 -3.17 0.09 -0.52
F 5.625 -1.555 -0.071 -0.34 -0.04 0.34
N 1.463 -2.570 -3.207 -4.52 -4.63 -13.52
S 1.064 -4.005 -3.652 -1.03 -8.31 1.57
O 1.824 -4.760 -4.605 -0.74 1.69 0.57
O -0.370 -4.263 -3.498 4.04 -0.52 -2.09
F 1.580 -4.586 -2.235 0.80 -0.81 0.04
S 1.130 -2.012 -4.706 3.94 7.07 -7.72
O -0.179 -2.371 -5.317 4.23 -0.46 -0.60
O 2.372 -1.803 -5.494 -3.14 -2.18 1.78
F 0.953 -0.420 -4.362 -4.86 -9.37 -14.54


Entry 2:
8
Properties=species:S:1:pos:R:3:forces:R:3 method="wB97M-V/def2-TZVPD" smiles="O=PN1CN1" e_above_lowest_kcal_mol=66.2 energy_ha=-565.9168 max_force_ev_per_a=6.1 gap_ha=0.312
C -0.019 0.585 0.737 4.69 0.48 0.24
N -0.146 -0.773 1.083 -1.36 -1.91 1.28
N 0.106 -0.375 -0.233 -0.90 -2.05 -5.65
O -0.173 0.292 -2.746 0.42 1.55 -1.35
P -0.676 -0.758 -1.907 0.69 -0.95 4.03
H -0.848 1.139 0.730 -2.90 2.45 0.43
H 1.008 0.960 0.913 -1.09 0.92 0.50
H 0.749 -1.070 1.423 0.44 -0.50 0.52


Entry 3:
13
Properties=species:S:1:pos:R:3:forces:R:3 method="wB97M-V/def2-TZVPD" smiles="C/C=C/OC" e_above_lowest_kcal_mol=46.7 energy_ha=-232.3713 max_force_ev_per_a=5.2 gap_ha=0.342
C -1.942 -0.579 -0.014 -1.21 -1.88 -0.20
C -0.010 0.627 -0.093 3.22 -0.40 0.90
C 0.941 -0.353 -0.035 -5.24 -0.25 0.07
C 2.335 -0.137 -0.015 1.96 2.92 2.77
H -1.727 -1.088 0.931 -0.22 -0.48 -0.07
H -1.582 -1.283 -0.881 -0.83 1.52 1.29
H -3.021 -0.285 -0.024 0.76 -0.94 -0.36
H 0.190 1.658 0.006 1.49 1.21 -0.57
H 0.543 -1.348 0.182 0.24 0.00 -0.38
H 2.707 -0.191 1.054 -0.26 -0.33 -0.81
H 2.931 -0.822 -0.543 0.80 -0.46 -1.19
H 2.479 0.964 -0.183 0.56 -1.05 -0.65
O -1.308 0.631 0.050 -1.25 0.13 -0.80


Entry 4:
57
Properties=species:S:1:pos:R:3:forces:R:3 method="wB97M-V/def2-TZVPD" smiles=COc1cccc(N2CCN(c3ncnc4c3cnn4-c3ccc(C)cc3C)CC2)c1 e_above_lowest_kcal_mol=38.7 energy_ha=-1333.9344 max_force_ev_per_a=1.0 gap_ha=0.315
C -8.163 -1.717 -0.460 0.03 -0.24 0.02
H -9.173 -2.092 -0.616 0.09 -0.02 0.02
O -8.256 -0.318 -0.564 0.12 0.39 0.01
C -7.125 0.429 -0.413 0.02 0.12 -0.06
C -7.295 1.811 -0.521 -0.10 -0.04 0.00
C -6.207 2.641 -0.371 -0.23 -0.11 -0.02
C -4.944 2.127 -0.126 0.34 -0.11 0.03
C -4.759 0.751 -0.017 -0.29 0.34 -0.03
C -5.867 -0.091 -0.157 -0.19 -0.24 -0.12
H -5.730 -1.154 -0.039 -0.02 -0.10 0.05
N -3.524 0.181 0.292 0.18 -0.04 0.17
C -2.454 1.010 0.798 0.07 -0.07 0.28
H -2.871 1.787 1.439 0.03 0.01 -0.05
C -1.521 0.123 1.637 -0.03 0.46 -0.01
N -1.013 -0.960 0.838 -0.07 -0.03 0.07
C 0.232 -1.048 0.331 0.36 -0.26 -0.09
N 0.470 -2.101 -0.462 -0.48 0.08 0.16
C 1.687 -2.317 -0.928 0.32 0.02 -0.08
N 2.776 -1.615 -0.715 0.40 0.11 -0.23
C 2.559 -0.540 0.050 -0.98 -0.16 0.05
N 3.454 0.414 0.390 -0.46 -0.44 0.02
N 2.853 1.399 1.080 -0.10 0.66 0.50
C 1.594 1.080 1.226 0.12 0.13 -0.02
C 1.305 -0.157 0.600 0.61 -0.34 -0.32
H 0.955 1.762 1.753 -0.08 0.12 0.09
C 4.813 0.534 0.039 0.75 0.19 -0.28
C 5.240 1.752 -0.473 -0.12 -0.10 0.00
C 6.561 1.935 -0.829 0.00 -0.07 0.04
C 7.476 0.902 -0.678 -0.03 0.00 0.05
C 7.037 -0.301 -0.141 -0.04 0.17 -0.08
C 5.718 -0.510 0.236 -0.20 0.03 0.03
C 5.303 -1.805 0.858 0.02 -0.14 -0.05
H 4.715 -1.626 1.757 -0.05 -0.05 0.08
H 6.174 -2.400 1.120 0.07 0.00 0.07
H 4.682 -2.368 0.163 0.07 -0.05 0.11
H 7.750 -1.101 0.000 0.07 -0.11 0.05
C 8.908 1.070 -1.086 -0.02 -0.04 -0.05
H 9.081 0.582 -2.046 0.09 0.00 -0.06
H 9.164 2.122 -1.187 0.07 0.05 -0.01
H 9.574 0.614 -0.356 0.09 0.00 0.02
H 6.881 2.886 -1.229 0.04 0.10 -0.03
H 4.522 2.551 -0.582 -0.06 0.06 -0.02
H 1.794 -3.188 -1.562 0.03 -0.07 -0.06
C -2.080 -1.782 0.313 -0.28 -0.22 -0.44
H -1.638 -2.570 -0.296 -0.17 0.08 0.13
C -3.016 -0.904 -0.522 0.11 -0.33 0.08
H -3.840 -1.500 -0.910 0.04 0.02 0.00
H -2.447 -0.507 -1.380 -0.06 -0.05 0.00
H -2.631 -2.218 1.152 -0.01 0.01 -0.05
H -0.707 0.705 2.057 -0.04 -0.05 0.02
H -2.103 -0.310 2.459 0.08 0.10 -0.03
H -1.872 1.481 -0.012 -0.03 0.04 0.04
H -4.110 2.804 -0.040 0.11 0.03 0.01
H -6.335 3.710 -0.457 -0.02 0.08 -0.01
H -8.282 2.198 -0.717 -0.13 0.05 -0.03
H -7.501 -2.135 -1.225 -0.01 0.02 0.04
H -7.813 -2.025 0.531 0.00 0.01 -0.05


Entry 5:
22
Properties=species:S:1:pos:R:3:forces:R:3 method="wB97M-V/def2-TZVPD" e_above_lowest_kcal_mol=103.5 energy_ha=-553.0177 max_force_ev_per_a=4.9 gap_ha="0.325 / 0.325" total_charge=+1
C 0.700 0.016 -1.880 2.09 -0.79 -0.43
C 0.442 0.323 -0.653 -3.08 0.94 2.90
C 1.961 -0.658 -2.297 -0.11 0.36 -2.03
C -1.273 0.211 1.754 -0.24 -3.90 0.22
C -1.791 0.392 0.356 2.56 0.58 -0.63
N 1.407 0.025 0.417 0.56 -3.71 0.44
O -0.284 1.080 2.032 -0.96 2.07 -4.17
O -0.834 -1.169 1.829 2.70 2.42 1.61
O -2.192 1.607 0.130 1.07 2.74 0.71
O -2.301 -0.674 -0.266 -1.42 2.71 -1.94
H 0.087 0.254 -2.690 -1.53 0.36 -0.84
H 1.699 -1.644 -2.760 0.63 0.61 0.71
H 2.636 -0.664 -1.471 0.79 -0.78 0.10
H 2.460 -0.056 -3.098 -0.34 -0.54 0.54
H -1.996 0.230 2.542 -1.34 0.66 0.12
H 1.571 0.703 1.102 0.54 2.23 0.35
H 2.261 -0.499 0.210 0.58 0.78 -0.76
H 1.060 -0.692 1.087 -1.14 0.03 -0.69
H 0.114 0.887 2.806 1.69 -0.85 4.56
H -1.454 -1.650 1.359 -1.90 -2.05 -1.49
H -1.563 2.323 0.674 -2.24 -2.79 -1.95
H -2.710 -0.344 -1.183 1.12 -1.08 2.69


Entry 6:
13
Properties=species:S:1:pos:R:3:forces:R:3 method="wB97M-V/def2-TZVPD" smiles="C[C@@H](O)C(N)=O" e_above_lowest_kcal_mol=22.2 energy_ha=-323.7456 max_force_ev_per_a=0.5 gap_ha=0.397
C -0.100 -1.341 -1.110 0.11 -0.09 -0.02
C 0.402 -0.436 0.050 -0.41 -0.24 0.09
O 1.687 0.151 -0.065 -0.10 0.13 -0.33
C -0.710 0.596 0.267 -0.35 -0.01 -0.09
O -1.857 0.356 -0.046 0.28 0.15 0.19
N -0.342 1.881 0.669 -0.20 -0.03 0.11
H -0.617 -2.192 -0.655 0.15 0.06 -0.16
H 0.704 -1.717 -1.744 0.13 0.09 0.26
H -0.855 -0.854 -1.735 0.38 0.08 0.10
H 0.473 -1.092 0.927 -0.23 0.22 0.06
H 1.602 1.115 -0.092 -0.11 -0.24 -0.19
H 0.152 1.981 1.548 0.19 -0.12 -0.22
H -1.162 2.475 0.619 0.14 0.01 0.20